This record from the OMol25 dataset describes one molecule with the formula C4HN3O5. The level of theory is wB97M-V/def2-TZVPD.

Calculated values
SMILES: O=c1on2cnc(=O)n2oc1=O
HOMO-LUMO gap: 9.206 eV
Charge: 0
Multiplicity: 1

```
13
Properties=species:S:1:pos:R:3:forces:R:3
O 1.783579 -1.921325 -1.911582 -0.293 0.412 0.447
C 1.148227 -1.326190 -1.109356 -0.073 -0.404 -0.006
O 1.247347 0.049655 -1.045709 0.122 0.781 -0.500
N 0.343372 0.664262 -0.200384 0.412 -0.843 0.855
C 0.336049 1.914129 0.270424 -0.199 -0.688 -0.166
N -0.759411 2.198974 0.909854 0.296 1.407 0.335
C -1.613288 1.169425 0.903361 0.551 -1.751 -0.757
O -2.685030 0.952313 1.326426 -0.427 -0.041 0.282
N -0.867840 0.061210 -0.007373 -0.706 0.907 -1.027
O -0.727262 -1.242190 0.504945 -0.141 0.032 0.993
C 0.234243 -2.000229 -0.052628 0.333 -0.326 -0.050
O 0.415196 -3.124001 0.292542 -0.119 0.499 -0.245
H 1.144817 2.603966 0.119482 0.245 0.014 -0.160
```
Forces are in eV/Å.

***

This record from the OMol25 dataset describes one molecule with the formula C4HNO. The level of theory is wB97M-V/def2-TZVPD.

Calculated values
HOMO-LUMO gap: 10.170 eV
Charge: 0
Multiplicity: 1

```
7
Properties=species:S:1:pos:R:3:forces:R:3
O -2.204198 -0.806684 1.119546 0.019 0.303 -0.337
C -1.693466 -0.069922 0.310636 -0.287 -0.223 0.247
C -0.261803 0.017187 0.167237 0.799 -0.077 0.078
C 0.939578 0.033941 0.134197 -0.571 -0.409 0.562
C 3.304230 0.296711 -0.260140 -0.288 -0.483 0.660
N 2.258409 -0.027589 0.200487 0.548 0.892 -1.216
H -2.266613 0.580359 -0.361585 -0.219 -0.003 0.006
```
Forces are in eV/Å.

***

This record from the OMol25 dataset describes one molecule with the formula C4HNO. The level of theory is wB97M-V/def2-TZVPD.

Calculated values
HOMO-LUMO gap: 8.314 eV
Charge: 0
Multiplicity: 1

```
7
Properties=species:S:1:pos:R:3:forces:R:3
O 0.159203 0.332609 1.185201 -0.128 -0.365 -0.132
C -0.153962 -0.403920 0.088310 0.033 0.108 -0.210
C 0.064711 0.298460 -1.107780 -0.022 -0.025 -0.598
C 0.120857 0.542754 -2.296699 -0.002 -0.007 0.543
C -0.066885 -0.409942 2.253107 -0.179 -0.599 1.000
N -0.271550 -1.082685 3.170850 0.264 0.823 -0.748
H 0.166744 0.757731 -3.341899 0.035 0.064 0.146
```
Forces are in eV/Å.

***

This record from the OMol25 dataset describes C4HNO2 as an isolated structure. The level of theory is wB97M-V/def2-TZVPD.

Calculated values
HOMO-LUMO gap: 8.668 eV
Charge: 0
Multiplicity: 1

```
8
Properties=species:S:1:pos:R:3:forces:R:3
C -1.089515 0.373885 1.037825 -10.748 3.285 -1.386
C 0.305090 0.349987 0.579658 2.702 -1.504 -5.953
C 1.072718 0.119293 -0.470112 -2.246 1.536 5.369
C 2.178392 0.116108 -1.392120 0.612 0.506 -2.619
H -1.279204 -1.727360 0.672876 -3.707 4.049 -0.403
N 2.909221 0.196721 -2.336088 -2.732 -0.462 4.010
O -2.037521 -0.771420 0.634193 7.973 -2.791 1.550
O -2.059181 1.342785 1.273768 8.148 -4.619 -0.568
```
Forces are in eV/Å.

***

This record from the OMol25 dataset describes one molecule with the formula C4HNO3. The level of theory is wB97M-V/def2-TZVPD.

Calculated values
SMILES: N#Cc1coc(=O)o1
HOMO-LUMO gap: 10.020 eV
Charge: 0
Multiplicity: 1

```
9
Properties=species:S:1:pos:R:3:forces:R:3
N 3.072589 -0.648793 -0.309780 -7.533 0.726 2.466
C 1.897658 -0.502795 0.031701 8.742 -0.857 -2.197
C 0.574512 -0.107986 0.170658 0.239 -4.920 0.272
C -0.010143 1.005846 0.012478 1.133 6.200 1.856
O -1.278055 0.752572 -0.258770 -2.421 3.940 -0.832
C -1.617818 -0.550136 -0.205262 2.147 1.408 2.793
O -2.726760 -0.897895 -0.081746 -0.889 -1.461 -0.989
O -0.432527 -1.105578 0.140306 0.816 -2.252 -0.931
H 0.520545 2.054764 0.500416 -2.234 -2.785 -2.438
```
Forces are in eV/Å.

***

This record from the OMol25 dataset describes one molecule with the formula C4HNOS. The level of theory is wB97M-V/def2-TZVPD.

Calculated values
SMILES: N#CC#CC(=O)S
HOMO-LUMO gap: 9.823 eV
Charge: 0
Multiplicity: 1

```
8
Properties=species:S:1:pos:R:3:forces:R:3
N -0.296475 -3.236306 -2.417835 -3.066 8.092 8.942
C -0.582994 -2.359602 -1.472043 3.331 -6.749 -7.752
C -0.453082 -1.275192 -0.562264 -0.685 -2.969 -2.427
C -0.151678 -0.312561 0.055859 1.207 3.267 2.315
C 0.419875 0.930135 0.790459 0.497 -1.317 -1.223
O 1.597039 0.980698 1.066362 -1.432 -0.138 -0.031
S -0.746456 2.242110 0.950286 1.106 0.395 0.765
H 0.213771 3.030717 1.589176 -0.958 -0.580 -0.589
```
Forces are in eV/Å.

***

This record from the OMol25 dataset describes C4I4 as an isolated structure. The level of theory is wB97M-V/def2-TZVPD.

Calculated values
HOMO-LUMO gap: 8.404 eV
Charge: 0
Multiplicity: 1

```
8
Properties=species:S:1:pos:R:3:forces:R:3
C 0.301566 -0.695356 -0.555239 0.616 -0.892 -0.523
C 1.041163 -1.559591 -0.961198 0.100 -0.060 0.010
C -0.598952 0.287296 -0.135412 -0.653 0.660 0.224
C -0.383691 1.078607 0.921975 0.053 0.169 0.242
I 2.309976 -2.981912 -1.587160 -0.358 0.401 0.174
I -2.355693 0.442972 -1.312017 0.351 -0.109 0.151
I -1.703029 2.559249 1.582645 0.295 -0.244 -0.051
I 1.388661 0.868736 2.046406 -0.404 0.075 -0.226
```
Forces are in eV/Å.

***

This record from the OMol25 dataset describes a 2-piece molecular cluster, C4N2OS overall. The level of theory is wB97M-V/def2-TZVPD.

Calculated values
HOMO-LUMO gap: 6.858 eV
Charge: 0
Multiplicity: 1

```
8
Properties=species:S:1:pos:R:3:forces:R:3
C 0.535278 -0.215261 -1.342936 -0.093 -2.062 -3.442
C -0.375951 -0.962161 1.231417 -0.610 -1.082 0.921
C 0.921126 0.848319 -0.645788 -1.055 1.453 4.328
C -0.685848 0.235361 0.634061 0.748 3.416 -1.470
N 0.085072 -1.055180 -2.013431 0.208 0.189 0.517
N -0.173743 -1.955480 1.780870 0.332 -0.078 -0.128
O 1.562886 1.782038 -0.355119 -0.326 -0.662 -0.829
S -1.868820 1.322364 0.710926 0.796 -1.175 0.103
```
Forces are in eV/Å.

***

no.,calculated total energy (eV),HOMO energy (eV)
1,-18866.744,-10.11
2,-7697.377,-10.97
3,-7695.380,-9.89
4,-9742.090,-11.05
5,-11793.417,-10.33
6,-18532.590,-10.94
7,-36547.476,-8.74
8,-20005.590,-8.96